# 1
DFT (ωB97M-V/def2-TZVPD) results for C2AgO6 as an isolated structure at a distorted geometry.

Calculated values
- HOMO energy (eV) = 3.06
- E_tot (eV) = -18353.2884
- LUMO level (hartree) = 0.3276
- Kohn-Sham gap (eV) = 5.85
- net charge = -3
- multiplicity = 1

Structure (XYZ):
```
9
C2AgO6 ωB97M-V/def2-TZVPD
Ag -6.9309 -17.0729 -8.0430
C -7.6464 -19.6665 -5.7838
O -8.7311 -20.3054 -5.9977
O -7.1557 -18.8743 -6.7458
O -6.9467 -19.7828 -4.7048
C -6.8507 -14.1476 -10.0801
O -7.8729 -14.0655 -10.8505
O -6.6577 -15.2171 -9.3294
O -5.9656 -13.2037 -10.0145
```

***

# 2
DFT (ωB97M-V/def2-TZVPD) results for C2AlF6NO4S2 as an isolated structure at a distorted geometry.

Calculated values
- HOMO energy (eV) = -11.17
- ΔE to the lowest compared entry with this formula, charge and spin (eV) = 0.286
- E_tot (eV) = -56325.9441
- LUMO level (hartree) = -0.0693
- Kohn-Sham gap (eV) = 9.29
- net charge = 0
- multiplicity = 1

Structure (XYZ):
```
16
C2AlF6NO4S2 ωB97M-V/def2-TZVPD
O 1.2544 0.6948 0.5771
Al 0.4300 -0.4261 -0.1168
N -0.8785 -1.7061 -0.0213
S 1.7089 0.4710 2.0754
O 3.2019 0.5518 2.1771
C 1.1956 2.1577 2.7276
F 0.3520 1.9799 3.7429
F 0.5765 2.8561 1.7812
F 2.2401 2.8503 3.1599
S -1.4927 -0.9303 -1.1618
O -0.6128 0.3109 -1.4498
O -2.9372 -0.6056 -1.2068
C -1.2984 -1.8656 -2.7703
F -0.0252 -1.8679 -3.1640
F -1.6811 -3.1327 -2.6022
F -2.0334 -1.3381 -3.7481
```

***

# 3
DFT (ωB97M-V/def2-TZVPD) results for C2BiF5NO4S2 as an isolated structure at a distorted geometry.

Calculated values
- HOMO energy (eV) = -15.49
- E_tot (eV) = -52839.4333
- LUMO level (hartree) = -0.2380
- Kohn-Sham gap (eV) = 9.02
- net charge = +1
- multiplicity = 1

Structure (XYZ):
```
15
C2BiF5NO4S2 ωB97M-V/def2-TZVPD
Bi 1.6545 -1.7549 0.2706
F 2.2827 0.0520 -2.0340
N -0.2589 1.1788 -0.0480
S 1.1686 0.9554 0.7014
O 1.5275 2.2069 1.3612
O 1.0998 -0.2443 1.6240
C 2.3098 0.1783 -0.5878
F 3.5035 0.7960 -0.3726
S -1.0050 -0.0324 -0.7161
O -0.1083 -1.2528 -0.7991
O -1.6594 0.3308 -1.9589
C -2.3835 -0.5234 0.4400
F -1.9365 -1.3399 1.3701
F -2.8618 0.5689 1.0045
F -3.3328 -1.1196 -0.2555
```

***

# 4
DFT (ωB97M-V/def2-TZVPD) results for a 2-piece molecular cluster, C2Br2F4S overall at a distorted geometry.

Calculated values
- HOMO energy (eV) = -9.60
- ΔE to the lowest compared entry with this formula, charge and spin (eV) = 0.072
- E_tot (eV) = -163861.2852
- LUMO level (hartree) = -0.0149
- Kohn-Sham gap (eV) = 9.20
- net charge = 0
- multiplicity = 1

Structure (XYZ):
```
9
C2Br2F4S ωB97M-V/def2-TZVPD
C 2.7578 1.2609 -0.2311
C -1.0056 -0.8529 0.2039
F 3.4459 0.3882 -0.8695
F 1.5497 0.6950 -0.0137
F -0.3002 -0.8086 -0.9258
F -0.2877 -1.6583 1.0302
S -1.0542 0.7582 1.0406
Br -2.3686 1.9018 -0.1715
Br -2.7373 -1.6845 -0.0631
```

***

# 5
DFT (ωB97M-V/def2-TZVPD) results for C2BrO2S as an isolated structure at a distorted geometry.

Calculated values
- HOMO energy (eV) = -3.60
- ΔE to the lowest compared entry with this formula, charge and spin (eV) = 0.595
- E_tot (eV) = -87044.6982
- LUMO level (hartree) = 0.1245
- Kohn-Sham gap (eV) = 6.99
- net charge = -1
- multiplicity = 1

Structure (XYZ):
```
6
C2BrO2S ωB97M-V/def2-TZVPD
C 0.9260 -0.1331 1.4198
C -0.8245 1.0903 -0.8232
O 1.8148 -0.8867 1.4501
O 0.7471 -0.9264 -1.5536
S -0.3104 -0.4757 -0.5902
Br -2.3530 1.3315 0.0972
```

***

# 6
DFT (ωB97M-V/def2-TZVPD) results for a 2-piece molecular cluster, C2BrO4 overall at a distorted geometry.

Calculated values
- HOMO energy (eV) = -3.24
- ΔE to the lowest compared entry with this formula, charge and spin (eV) = 6.413
- E_tot (eV) = -80303.9566
- LUMO level (hartree) = 0.1242
- Kohn-Sham gap (eV) = 6.62
- net charge = -1
- multiplicity = 1

Structure (XYZ):
```
7
C2BrO4 ωB97M-V/def2-TZVPD
C 2.1465 0.2010 -0.1891
C -2.2115 -0.1341 -0.0518
O 2.4246 0.1372 0.9274
O 1.9709 0.2631 -1.3180
O -1.5894 1.0152 0.3651
O -1.8757 0.0078 1.2963
Br -0.8653 -1.4902 -1.0298
```

***

# 7
DFT (ωB97M-V/def2-TZVPD) results for a 2-piece molecular cluster, C2Cl2F2S overall at a distorted geometry.

Calculated values
- HOMO energy (spin up / spin down) (eV) = -9.47 / -9.47
- ΔE to the lowest compared entry with this formula, charge and spin (eV) = 3.720
- E_tot (eV) = -43383.6803
- LUMO level (spin up / spin down) (hartree) = -0.1148 / -0.1148
- Kohn-Sham gap (spin up / spin down) (eV) = 6.34 / 6.35
- net charge = 0
- multiplicity = 1

Structure (XYZ):
```
7
C2Cl2F2S ωB97M-V/def2-TZVPD
C 0.1074 0.3325 -0.2917
C 0.1713 1.1271 0.7329
F 0.6806 0.2890 -1.4678
F -0.3541 0.9376 1.9817
S -0.8483 -2.4529 0.1033
Cl 0.7276 2.8418 0.6318
Cl -0.4846 -3.0750 -1.6902
```

***

# 8
DFT (ωB97M-V/def2-TZVPD) results for a 2-piece molecular cluster, C2Cl2F3NO overall at a distorted geometry.

Calculated values
- HOMO energy (spin up / spin down) (eV) = -8.68 / -8.68
- ΔE to the lowest compared entry with this formula, charge and spin (eV) = 2.536
- E_tot (eV) = -38804.6612
- LUMO level (spin up / spin down) (hartree) = -0.0296 / -0.0294
- Kohn-Sham gap (spin up / spin down) (eV) = 7.88 / 7.88
- net charge = 0
- multiplicity = 1

Structure (XYZ):
```
9
C2Cl2F3NO ωB97M-V/def2-TZVPD
C -0.3028 0.3801 -0.5417
C 0.1618 0.6784 0.8496
N -0.5876 -1.9404 -0.5574
O 0.2710 -2.2343 -1.2474
F -1.4340 1.0138 -0.9102
F -0.7154 1.4123 1.5309
F 1.3429 1.3146 0.9143
Cl 0.9008 0.2850 -1.7570
Cl 0.3632 -0.9096 1.7188
```

***

# 9
DFT (ωB97M-V/def2-TZVPD) results for a 2-piece molecular cluster, C2Cl2F3NO overall at a distorted geometry.

Calculated values
- HOMO energy (eV) = -11.22
- ΔE to the lowest compared entry with this formula, charge and spin (eV) = 4.661
- E_tot (eV) = -38802.5357
- LUMO level (hartree) = -0.1248
- Kohn-Sham gap (eV) = 7.82
- net charge = 0
- multiplicity = 1

Structure (XYZ):
```
9
C2Cl2F3NO ωB97M-V/def2-TZVPD
C 0.1749 -0.4659 -0.0039
C -1.1823 0.1765 0.2366
N 1.2173 0.3060 -0.1052
O 1.4455 1.4119 -0.3638
F 3.2757 -0.2377 -0.4456
F -1.0670 1.4881 0.3718
F -1.7665 -0.3272 1.3672
Cl 0.1238 -2.1642 0.1191
Cl -2.2214 -0.1876 -1.1762
```

***

# 10
DFT (ωB97M-V/def2-TZVPD) results for a 2-piece molecular cluster, C2Cl4O2S2 overall at a distorted geometry.

Calculated values
- HOMO energy (eV) = -9.33
- ΔE to the lowest compared entry with this formula, charge and spin (eV) = 3.000
- E_tot (eV) = -77922.7127
- LUMO level (hartree) = -0.1413
- Kohn-Sham gap (eV) = 5.49
- net charge = 0
- multiplicity = 1

Structure (XYZ):
```
10
C2Cl4O2S2 ωB97M-V/def2-TZVPD
C -1.1934 -0.4866 -0.0424
C 1.0251 0.3192 -0.0411
O -0.1230 -0.3910 -2.2832
O 0.2807 -1.3859 1.9561
S -0.5900 0.5483 -1.3347
S -0.0833 -0.0908 1.4061
Cl -2.0417 -1.8632 -0.2319
Cl -1.1092 2.5219 0.6827
Cl 1.8270 1.7463 0.4928
Cl 2.0078 -0.9183 -0.6044
```

***

# 11
DFT (ωB97M-V/def2-TZVPD) results for C2ClN2O12Zr3 as an isolated structure at a distorted geometry.

Calculated values
- HOMO energy (eV) = -23.91
- E_tot (eV) = -45899.6159
- LUMO level (hartree) = -0.7827
- Kohn-Sham gap (eV) = 2.61
- net charge = +5
- multiplicity = 1

Structure (XYZ):
```
20
C2ClN2O12Zr3 ωB97M-V/def2-TZVPD
Zr -8.9634 17.7079 -0.8489
Zr -15.7538 19.8302 -0.5377
Zr -11.7822 22.8269 -2.0583
C -14.9532 22.5196 -1.0951
O -15.8837 21.8053 -1.6829
O -13.7806 22.5973 -1.6221
O -14.7890 21.7342 -0.0869
C -11.7868 23.1471 1.2757
O -12.0444 24.2344 1.7711
O -11.8970 22.1650 2.0114
O -11.4188 22.9632 0.0303
Cl -12.2015 21.7717 -4.2813
N -8.0627 20.1884 1.1890
O -9.1096 20.6867 1.6418
O -8.1014 19.3844 0.1742
O -7.0376 20.3961 1.8301
N -11.8207 19.7858 -0.7116
O -10.8458 18.9873 -0.6297
O -12.9705 19.6137 -0.2811
O -11.4922 20.6999 -1.5834
```

***

# 12
DFT (ωB97M-V/def2-TZVPD) results for one molecule with the formula C2F2I2 at a distorted geometry.

Calculated values
- HOMO energy (eV) = -9.41
- ΔE to the lowest compared entry with this formula, charge and spin (eV) = 0.167
- SMILES = F/C(I)=C(/F)I
- E_tot (eV) = -23708.3127
- LUMO level (hartree) = -0.0363
- Kohn-Sham gap (eV) = 8.42
- net charge = 0
- multiplicity = 1

Structure (XYZ):
```
6
C2F2I2 ωB97M-V/def2-TZVPD
C 0.4093 -0.5119 -0.0629
C -0.4949 0.4465 -0.0304
F 0.1631 -1.7983 -0.0228
F -0.1566 1.7245 -0.0743
I 2.6442 0.0352 0.0956
I -2.5650 0.1040 0.0948
```